Entry 1:
A structure of composition C28H52P2Re at a distorted geometry. Source: the Open Molecules 2025 dataset; level of theory: ωB97M-V/def2-TZVPD.

XYZ file:
```
83
Properties=species:S:1:pos:R:3
Re 2.707 1.048 -1.564
C 1.990 2.373 0.098
C 1.535 3.003 -1.119
C 0.079 1.251 -0.667
C 1.039 1.299 0.388
C 0.414 2.263 -1.619
C 2.995 2.957 1.039
H 3.539 3.763 0.537
H 3.732 2.211 1.359
H 2.479 3.338 1.933
C 0.947 0.743 1.759
H 1.906 0.345 2.114
H 0.198 -0.060 1.818
H 0.677 1.546 2.455
C -1.120 0.381 -0.751
H -1.833 0.599 0.065
H -0.862 -0.694 -0.699
H -1.638 0.545 -1.701
C -0.300 2.639 -2.860
H -1.000 3.463 -2.668
H -0.863 1.805 -3.281
H 0.399 3.009 -3.620
C 1.947 4.357 -1.588
H 1.122 5.064 -1.408
H 2.165 4.388 -2.654
H 2.835 4.712 -1.065
C 4.197 -0.213 -1.554
C 4.618 1.070 -1.019
C 5.487 2.020 -1.808
C 4.781 2.435 -3.115
C 3.287 2.100 -3.109
C 2.698 0.808 -3.508
C 3.609 -0.296 -4.021
C 4.619 -0.722 -2.933
H 6.477 1.582 -1.982
H 5.316 2.024 -3.977
H 5.660 2.907 -1.182
H 5.641 -0.412 -3.186
H 4.119 -0.990 -0.820
H 4.924 1.050 0.005
H 4.610 -1.816 -2.877
H 3.016 -1.167 -4.323
H 1.739 0.854 -4.041
H 4.153 0.029 -4.919
H 4.836 3.533 -3.179
H 2.733 2.921 -3.529
P 2.014 -3.567 0.396
P -0.444 -2.477 -2.386
C 2.060 -3.692 -1.425
C 0.821 -3.854 -2.365
H 2.731 -4.546 -1.594
H 2.616 -2.789 -1.714
H 1.211 -3.880 -3.394
H 0.282 -4.799 -2.194
C -2.106 -3.176 -2.270
H -2.777 -2.323 -2.086
H -2.155 -3.841 -1.400
H -2.403 -3.695 -3.186
C -0.449 -1.723 -4.083
H -0.693 -2.450 -4.877
H 0.514 -1.243 -4.303
H -1.221 -0.937 -4.097
C 3.065 -4.756 1.316
H 3.421 -4.287 2.247
H 3.954 -5.015 0.717
H 2.552 -5.690 1.582
C 2.821 -2.016 0.917
H 2.671 -1.811 1.991
H 2.434 -1.166 0.325
H 3.892 -2.131 0.764
C -1.524 -3.678 2.681
C -0.144 -4.243 2.277
C -0.261 -5.774 2.219
C 0.265 -3.578 0.935
H -2.264 -3.917 1.902
H -1.486 -2.589 2.816
H -1.859 -4.130 3.626
H 0.597 -3.966 3.048
H -1.258 -6.056 1.848
H 0.509 -6.255 1.611
H -0.172 -6.158 3.243
H -0.312 -4.049 0.120
H -0.021 -2.510 0.985
```

## Properties
- LUMO level (spin up / spin down): -4.63 / -8.61 eV
- HOMO-LUMO gap (spin up / spin down): 8.68 / 4.74 eV
- Net charge: +2
- Calculated total energy: -50569.324 eV
- Spin multiplicity: 4
- Expectation value of S²: 3.76

=====

Entry 2:
A structure of composition C28H53AgBrGe2Si. Source: the Open Molecules 2025 dataset; level of theory: ωB97M-V/def2-TZVPD.

XYZ file:
```
86
Properties=species:S:1:pos:R:3
Ag 0.205 0.073 0.052
C -2.160 -3.824 1.782
C -1.113 -2.836 1.258
Ge -1.912 -1.110 0.747
C -2.818 -1.161 -1.001
C -4.213 -1.788 -0.908
C -3.056 -0.404 2.141
C -2.655 0.734 2.721
Ge -0.977 1.386 1.935
C 0.616 1.243 3.080
C 0.672 2.154 4.307
C -1.123 3.012 0.829
C -1.316 4.332 1.582
C -3.347 1.449 3.815
C -4.522 0.957 4.388
C -5.153 1.645 5.408
C -4.628 2.841 5.882
C -3.462 3.344 5.327
C -2.834 2.649 4.305
H -1.693 -4.764 2.077
H -2.909 -4.053 1.023
H -2.681 -3.423 2.653
H -0.601 -3.245 0.383
H -0.352 -2.648 2.018
H -2.186 -1.723 -1.693
H -2.883 -0.140 -1.382
H -4.167 -2.821 -0.560
H -4.702 -1.789 -1.882
H -4.850 -1.233 -0.217
H -3.970 -0.910 2.443
H 1.465 1.441 2.425
H 0.683 0.194 3.379
H 0.608 3.209 4.033
H 1.617 2.010 4.835
H -0.133 1.939 5.008
H -1.953 2.842 0.140
H -0.216 3.054 0.220
H -2.268 4.361 2.110
H -1.305 5.165 0.878
H -0.519 4.506 2.307
H -4.950 0.026 4.039
H -6.062 1.248 5.840
H -5.127 3.375 6.679
H -3.041 4.273 5.687
H -1.920 3.051 3.881
C 4.143 2.999 -3.235
C 5.098 2.382 -2.200
C 6.352 3.276 -2.099
C 5.523 1.017 -2.760
Si 4.339 2.224 -0.451
Br 2.183 1.342 -1.028
C 5.105 0.882 0.672
C 4.540 0.935 2.098
C 6.626 1.128 0.753
C 4.859 -0.542 0.150
C 3.929 3.876 0.421
C 2.832 3.752 1.482
C 5.213 4.378 1.116
C 3.460 4.947 -0.574
H 4.689 3.115 -4.175
H 3.772 3.979 -2.950
H 3.288 2.354 -3.434
H 6.850 3.291 -3.072
H 7.076 2.908 -1.370
H 6.107 4.307 -1.847
H 5.915 1.165 -3.771
H 4.681 0.327 -2.835
H 6.311 0.546 -2.175
H 4.780 1.866 2.611
H 4.983 0.121 2.679
H 3.457 0.793 2.113
H 6.869 2.130 1.109
H 7.124 0.976 -0.204
H 7.061 0.417 1.461
H 3.799 -0.798 0.165
H 5.377 -1.246 0.807
H 5.232 -0.702 -0.858
H 3.065 3.028 2.260
H 1.874 3.487 1.032
H 2.711 4.726 1.967
H 5.523 3.724 1.933
H 5.021 5.365 1.546
H 6.053 4.483 0.428
H 2.567 4.635 -1.120
H 4.230 5.220 -1.293
H 3.205 5.853 -0.016
```

## Properties
- LUMO level: -3.14 eV
- HOMO-LUMO gap: 7.92 eV
- Net charge: +1
- Calculated total energy: -224843.064 eV
- Energy above the lowest of the compared OMol25 structures with the same formula, charge and spin: 27.31 kJ/mol

=====

Entry 3:
A cluster of 2 separate species, C28H54BIN5O12PS2 in total at a distorted geometry. Source: the Open Molecules 2025 dataset; level of theory: ωB97M-V/def2-TZVPD.

XYZ file:
```
104
Properties=species:S:1:pos:R:3
C 2.297 0.911 2.443
C 3.258 0.011 1.902
C 4.096 0.313 0.580
O 5.345 0.353 0.725
O 3.535 0.577 -0.691
C 3.552 -0.631 -1.538
C 2.123 -1.329 -1.362
C 1.563 -2.073 -2.669
C 0.380 -1.270 -3.421
C -0.625 -2.212 -4.233
C -1.732 -2.949 -3.338
C -3.124 -2.146 -3.222
O -3.107 -1.044 -2.290
C -3.731 -1.411 -1.016
C -2.584 -2.032 -0.109
C -1.131 -1.357 -0.288
C -0.563 -1.059 1.210
C -0.109 -2.455 1.873
S -0.642 -2.542 3.678
C -0.502 -4.360 4.038
N 0.637 -5.129 3.680
N 0.392 -6.403 4.074
C -0.897 -6.477 4.660
O -1.473 -5.177 4.668
C -4.437 -0.071 -0.364
O -3.340 0.821 -0.212
C -3.571 2.164 0.154
I -1.686 2.650 1.264
C -3.578 3.245 -1.044
C -2.350 3.256 -2.043
N -1.423 4.424 -1.716
N -1.535 2.045 -2.201
N -2.902 3.586 -3.413
O -4.744 2.386 0.912
C -4.758 3.490 1.814
C -4.569 3.012 3.363
B -5.513 0.293 -1.567
C -7.059 -0.231 -1.606
O -5.119 1.058 -2.737
P -5.237 -0.743 1.215
O -5.499 -2.430 1.199
O -4.070 -0.462 2.469
S -6.868 0.104 1.808
H 1.920 0.755 3.516
H 1.856 1.784 1.858
H 3.427 -0.944 2.510
H 4.359 -1.323 -1.117
H 3.772 -0.321 -2.611
H 2.143 -2.043 -0.456
H 1.363 -0.513 -1.087
H 1.215 -3.122 -2.340
H 2.459 -2.263 -3.364
H 0.919 -0.619 -4.210
H -0.172 -0.538 -2.747
H -1.094 -1.636 -5.107
H 0.023 -3.051 -4.693
H -1.993 -3.926 -3.899
H -1.305 -3.282 -2.335
H -3.971 -2.894 -3.076
H -3.292 -1.680 -4.265
H -4.619 -2.130 -1.190
H -2.455 -3.128 -0.451
H -2.790 -2.084 1.007
H -1.145 -0.354 -0.822
H -0.407 -2.119 -0.730
H 0.371 -0.413 1.099
H -1.358 -0.526 1.849
H 1.025 -2.537 1.831
H -0.528 -3.314 1.252
H -1.367 -7.429 5.047
H -4.605 3.258 -1.569
H -3.544 4.272 -0.515
H -1.409 5.078 -2.506
H -0.465 4.095 -1.550
H -0.763 1.958 -1.533
H -1.199 1.939 -3.173
H -3.526 4.408 -3.344
H -2.135 3.764 -4.073
H -5.839 3.901 1.800
H -4.111 4.389 1.563
H -4.066 1.998 3.447
H -3.879 3.814 3.826
H -5.559 3.100 3.914
H -7.230 -0.730 -2.617
H -7.258 -1.042 -0.813
H -7.820 0.629 -1.494
H -5.954 1.334 -3.181
H -5.957 -2.646 2.041
H -4.348 -1.083 3.187
C 7.933 1.490 1.104
C 8.777 0.830 2.178
O 10.162 0.788 1.802
C 10.827 1.946 1.911
O 10.374 2.996 2.299
O 12.087 1.746 1.489
C 12.878 2.932 1.454
H 8.089 1.001 0.140
H 6.874 1.441 1.362
H 8.205 2.540 0.975
H 8.456 -0.207 2.302
H 8.657 1.323 3.147
H 12.870 3.442 2.419
H 12.520 3.595 0.664
H 13.905 2.643 1.226
```

## Properties
- SMILES: C=CC(=O)OCCCCCCCO[C@@H](CCCCSc1nnco1)[C@@](O[C@@](I)(CC(N)(N)N)OCC)(B(C)O)P(O)(O)=S.CCOC(=O)OC
- LUMO level: 0.12 eV
- HOMO-LUMO gap: 8.78 eV
- Net charge: 0
- Calculated total energy: -101662.181 eV

=====

Entry 4:
The ion C28H54BrI2N2OS with charge +1. Source: the Open Molecules 2025 dataset; level of theory: ωB97M-V/def2-TZVPD.

XYZ file:
```
89
Properties=species:S:1:pos:R:3
C -0.228 -6.821 -0.623
C -1.036 -5.589 -0.217
C -0.183 -4.456 0.350
I 0.940 -5.203 2.024
C -0.982 -3.243 0.747
N -0.514 -2.098 1.159
C 0.906 -1.720 1.252
C 1.610 -1.546 -0.096
C 3.113 -1.800 0.009
C 3.828 -1.712 -1.352
C 4.600 -0.404 -1.558
C 3.719 0.842 -1.484
C 4.498 2.150 -1.692
C 3.911 3.366 -0.940
C 3.571 4.584 -1.822
C 2.284 5.313 -1.409
C 2.326 6.826 -1.541
O 1.958 7.184 -2.857
C 1.757 8.570 -3.005
C -1.628 -1.214 1.752
N -1.343 0.185 1.840
C -1.883 -1.834 3.177
C -1.509 -1.036 4.424
C -0.085 -0.523 4.542
Br -2.796 0.394 4.768
C -2.798 -1.465 0.755
C -2.555 -1.053 -0.747
C -1.518 -0.012 -1.226
C -2.049 1.397 -1.526
I -1.029 2.966 -0.503
C -4.174 -0.981 1.310
C -4.534 0.451 0.900
C -5.338 -1.940 1.011
C -5.659 -2.201 -0.459
S -2.694 -3.341 0.699
H -0.127 -7.527 0.199
H 0.777 -6.556 -0.959
H -0.734 -7.339 -1.436
H -1.545 -5.192 -1.101
H -1.798 -5.863 0.516
H 0.528 -4.140 -0.415
H 0.946 -0.787 1.805
H 1.416 -2.451 1.875
H 1.167 -2.186 -0.864
H 1.460 -0.523 -0.444
H 3.289 -2.771 0.483
H 3.536 -1.043 0.679
H 4.506 -2.559 -1.467
H 3.092 -1.806 -2.159
H 5.095 -0.437 -2.533
H 5.399 -0.319 -0.812
H 3.224 0.890 -0.508
H 2.922 0.761 -2.234
H 5.531 1.983 -1.377
H 4.540 2.377 -2.760
H 3.007 3.054 -0.406
H 4.618 3.680 -0.168
H 4.394 5.303 -1.786
H 3.495 4.256 -2.861
H 2.034 5.061 -0.373
H 1.449 4.972 -2.026
H 3.341 7.199 -1.336
H 1.649 7.305 -0.820
H 2.664 9.141 -2.771
H 1.483 8.754 -4.042
H 0.947 8.918 -2.351
H -0.380 0.471 1.756
H -1.873 0.738 1.181
H -2.933 -2.090 3.284
H -1.347 -2.786 3.249
H -1.690 -1.718 5.253
H 0.101 0.334 3.900
H 0.117 -0.216 5.567
H 0.614 -1.329 4.294
H -3.525 -0.745 -1.133
H -2.335 -1.968 -1.293
H -1.128 -0.405 -2.167
H -0.660 0.041 -0.565
H -1.917 1.644 -2.575
H -3.104 1.507 -1.296
H -4.083 -0.938 2.394
H -5.472 0.719 1.386
H -4.691 0.570 -0.172
H -3.798 1.185 1.235
H -6.224 -1.500 1.476
H -5.172 -2.887 1.536
H -4.836 -2.663 -1.009
H -6.514 -2.873 -0.535
H -5.940 -1.280 -0.974
```

## Properties
- LUMO level: -3.81 eV
- HOMO-LUMO gap: 7.36 eV
- Net charge: +1
- Calculated total energy: -132012.632 eV

=====

Entry 5:
A cluster of 11 separate species, C28H54N11O15 in total at a distorted geometry. Source: the Open Molecules 2025 dataset; level of theory: ωB97M-V/def2-TZVPD.

XYZ file:
```
108
Properties=species:S:1:pos:R:3
C -0.279 3.548 0.573
C -1.074 2.285 0.653
C -1.516 1.919 -0.806
C -0.390 1.316 -1.695
C 0.204 0.094 -0.997
C 0.641 0.292 0.505
N -0.366 1.189 1.271
O -0.245 1.185 2.552
C 1.952 1.067 0.467
C 0.842 -1.092 1.195
C -2.374 2.626 1.353
H 0.113 4.150 1.375
H -0.900 4.278 0.091
H 0.531 3.412 -0.121
H -2.062 2.732 -1.140
H -2.415 1.327 -0.816
H 0.360 2.074 -1.971
H -0.774 1.019 -2.594
H 0.975 -0.518 -1.399
H -0.750 -0.641 -1.094
H 2.602 0.584 0.042
H 2.244 1.102 1.396
H 1.958 2.101 0.140
H 1.175 -0.715 2.221
H 1.545 -1.657 0.689
H -0.088 -1.692 1.124
H -2.789 1.875 1.906
H -3.253 3.041 0.853
H -2.284 3.419 2.134
N 0.800 -6.322 -1.339
C -0.146 -6.566 -0.323
C -0.909 -5.272 -0.141
C -0.494 -4.383 -1.198
C 0.576 -5.062 -2.027
H 1.256 -7.140 -1.751
H -0.134 -7.389 0.424
H -1.535 -5.121 0.672
H -0.663 -3.394 -1.499
H 1.167 -4.979 -2.915
N 1.313 -0.581 -4.238
C 2.051 0.562 -4.101
C 3.284 0.228 -3.427
C 3.299 -1.294 -3.250
C 2.024 -1.824 -3.871
H 0.386 -0.620 -4.836
H 1.656 1.551 -4.522
H 4.084 0.816 -3.262
H 4.107 -1.906 -2.984
H 1.563 -2.795 -4.202
N -1.492 -0.276 -5.868
C -2.031 -0.974 -4.894
C -1.742 -2.443 -5.232
C -0.720 -2.426 -6.410
C -0.748 -1.007 -6.861
H -1.424 0.689 -5.943
H -2.740 -0.443 -4.211
H -2.177 -3.396 -4.898
H -0.217 -3.100 -6.855
H -0.170 -0.626 -7.649
C -4.471 -3.412 -0.797
N -4.080 -1.919 -0.444
O -3.042 -1.520 -0.982
O -4.840 -1.219 0.225
H -4.592 -3.771 0.062
H -3.742 -3.761 -1.335
H -5.295 -3.396 -1.431
C -4.275 -1.869 3.208
N -2.725 -2.045 2.975
O -2.315 -3.078 2.324
O -1.967 -1.146 3.274
H -4.703 -2.705 2.776
H -4.678 -1.007 2.632
H -4.345 -1.956 4.272
C 4.624 5.038 3.145
N 3.289 5.132 2.418
O 2.706 6.164 2.407
O 3.026 4.177 1.624
H 4.803 4.107 3.489
H 4.763 5.663 3.968
H 5.390 5.106 2.445
C 4.030 -4.169 1.665
N 5.400 -4.030 1.118
O 5.578 -4.245 -0.086
O 6.033 -3.150 1.717
H 4.064 -4.640 2.626
H 3.277 -4.794 0.923
H 3.596 -3.248 1.613
C 0.005 -3.416 4.615
N 0.684 -2.130 4.959
O 1.748 -1.914 4.482
O -0.033 -1.323 5.668
H 0.747 -3.954 5.084
H 0.224 -3.502 3.534
H -1.056 -3.433 4.998
C -3.455 6.177 4.497
N -2.342 5.287 4.155
O -2.303 4.257 4.937
O -1.437 5.478 3.233
H -3.054 6.965 5.133
H -4.222 5.503 4.627
H -3.509 6.453 3.396
C 1.492 6.107 -0.890
N 0.801 5.567 -2.014
O 1.303 4.673 -2.719
O -0.396 5.935 -2.153
H 0.963 6.496 -0.106
H 2.544 6.531 -1.154
H 1.981 5.109 -0.409
```

## Properties
- LUMO level: -5.48 eV
- HOMO-LUMO gap: 4.33 eV
- Net charge: +1
- Calculated total energy: -76973.465 eV
- Energy above the lowest of the compared OMol25 structures with the same formula, charge and spin: 66.36 kJ/mol